No. 1
Entry from the OMol25 dataset: one molecule with the formula C4H7NO at a distorted geometry (ωB97M-V with the def2-TZVPD basis set).

```
! RIJCOSX wB97M-V def2-TZVPD def2/J DEFGRID3
* xyz 0 1
C -1.80043 -0.17996 -0.02868
N -0.97262 1.06142 0.46764
C -0.47034 0.18863 -0.55630
C 0.85430 -0.51922 -0.36772
C 1.91732 0.24826 0.29105
O 1.26282 -0.82792 0.95159
H -1.80155 -1.15735 0.45604
H -2.71770 0.15393 -0.48358
H -1.41808 0.45878 1.26954
H -0.61771 0.50884 -1.59082
H 1.14227 -1.26335 -1.11497
H 2.96529 0.09508 0.02917
H 1.65640 1.23287 0.67703
*
```

E_HOMO (Eh): -0.3456
E_tot (eV): -7794.5911
Energy relative to the best compared isomer or geometry (same formula, charge and spin) (kcal/mol): 116.53
Largest force on an atom (Eh/bohr): 0.05144
Frontier orbital gap (eV): 10.53
LUMO (eV): 1.125
SMILES: C1N[C@H]1[C@H]1CO1



No. 2
Entry from the OMol25 dataset: one molecule with the formula C4H7NO (ωB97M-V with the def2-TZVPD basis set).

```
! RIJCOSX wB97M-V def2-TZVPD def2/J DEFGRID3
* xyz 0 1
C 0.69196 -0.94883 -1.03192
C 0.08187 0.36383 -0.56631
C -1.21097 0.24930 0.27721
C -0.27351 0.22795 1.48200
O -0.29909 -0.09174 2.63703
N 0.79037 0.68525 0.70546
H 1.76594 -0.81711 -1.19802
H 0.56638 -1.70029 -0.24742
H 0.25683 -1.35052 -1.94289
H 0.06182 1.10393 -1.38055
H -1.70064 1.22693 0.29727
H -1.97093 -0.50214 0.09568
H 1.23998 1.55345 0.87246
*
```

E_HOMO (Eh): -0.3542
E_tot (eV): -7798.4011
Energy relative to the best compared isomer or geometry (same formula, charge and spin) (kcal/mol): 28.67
Largest force on an atom (Eh/bohr): 0.01686
Frontier orbital gap (eV): 10.52
LUMO (eV): 0.878
SMILES: C[C@H]1CC(=O)N1



No. 3
Entry from the OMol25 dataset: one molecule with the formula C4H7NO (ωB97M-V with the def2-TZVPD basis set).

```
! RIJCOSX wB97M-V def2-TZVPD def2/J DEFGRID3
* xyz 0 1
N 2.20208 -0.23131 -0.00585
C 1.03693 0.47888 -0.11304
O 1.00103 1.59222 -0.60373
C -0.17409 -0.22553 0.41737
C -1.30316 -0.47572 -0.55934
C -1.45344 0.55419 0.51122
H 2.16967 -1.22424 0.16919
H 3.00937 0.13557 -0.48865
H 0.01518 -0.99869 1.15762
H -1.15987 -0.13253 -1.57980
H -1.83571 -1.41762 -0.46315
H -2.11553 0.34885 1.34725
H -1.39247 1.59593 0.21091
*
```

E_HOMO (Eh): -0.3619
E_tot (eV): -7798.9423
Energy relative to the best compared isomer or geometry (same formula, charge and spin) (kcal/mol): 16.19
Largest force on an atom (Eh/bohr): 0.00424
Frontier orbital gap (eV): 10.82
LUMO (eV): 0.973
SMILES: NC(=O)C1CC1



No. 4
Entry from the OMol25 dataset: C4H7NO as an isolated structure (ωB97M-V with the def2-TZVPD basis set).

```
! RIJCOSX wB97M-V def2-TZVPD def2/J DEFGRID3
* xyz 0 1
N -0.36818 -1.92856 -1.09735
C -0.32902 -0.92751 -0.35142
C -0.06143 -0.76503 1.11421
C -0.23291 0.73438 1.02245
C 0.88811 1.12967 -0.83741
O -0.56382 0.40950 -0.69981
H -0.56343 -1.66292 -2.06371
H -0.81674 -1.24945 1.73856
H 0.93832 -1.08998 1.40305
H 0.55437 1.37687 1.38823
H -1.23376 1.11720 1.22119
H 1.26163 0.71133 -1.78312
H 0.52686 2.14450 -1.05486
*
```

E_HOMO (Eh): -0.2755
E_tot (eV): -7792.8189
Energy relative to the best compared isomer or geometry (same formula, charge and spin) (kcal/mol): 157.40
Largest force on an atom (Eh/bohr): 0.01013
Frontier orbital gap (eV): 7.89
LUMO (eV): 0.389



No. 5
Entry from the OMol25 dataset: one molecule with the formula C4H7NO (ωB97M-V with the def2-TZVPD basis set).

```
! RIJCOSX wB97M-V def2-TZVPD def2/J DEFGRID3
* xyz 0 1
C 0.12627 -1.29176 1.07301
N -0.92958 -0.60521 1.17294
C -1.10586 0.52593 0.26630
C 0.22255 1.00766 -0.31699
C 0.85884 -0.25544 -0.88663
O 1.13247 -1.17914 0.17043
H 0.32765 -2.10526 1.76927
H -1.62952 1.31198 0.81676
H -1.76691 0.21257 -0.55233
H 0.82404 1.46615 0.48035
H 0.08379 1.75901 -1.10034
H 0.15415 -0.70194 -1.59607
H 1.76530 -0.16384 -1.47704
*
```

E_HOMO (Eh): -0.3537
E_tot (eV): -7798.4663
Energy relative to the best compared isomer or geometry (same formula, charge and spin) (kcal/mol): 27.17
Largest force on an atom (Eh/bohr): 0.01258
Frontier orbital gap (eV): 10.60
LUMO (eV): 0.973
SMILES: C1=NCCCO1



No. 6
Entry from the OMol25 dataset: a 2-piece molecular cluster, C4H7NO overall at a distorted geometry (ωB97M-V with the def2-TZVPD basis set).

```
! RIJCOSX wB97M-V def2-TZVPD def2/J DEFGRID3
* xyz 0 1
C 1.88177 0.32446 0.54920
O 0.67830 -0.24990 0.79492
C -0.13594 -0.70819 -0.07629
C -1.51781 -1.06004 0.34078
C -0.12428 1.83310 -0.98155
N -1.02646 2.17726 -1.61889
H 2.43849 0.44291 1.47139
H 0.80115 1.61548 -0.38370
H 2.39592 -0.05192 -0.33742
H 0.23885 -0.89250 -1.08466
H -1.71547 -2.13184 0.21976
H -1.67714 -0.78492 1.38622
H -2.23738 -0.51388 -0.27976
*
```

E_HOMO (alpha / beta) (Eh): -0.2938 / -0.2888
E_tot (eV): -7794.8572
Energy relative to the best compared isomer or geometry (same formula, charge and spin) (kcal/mol): 110.39
Largest force on an atom (Eh/bohr): 0.02157
Frontier orbital gap (alpha / beta) (eV): 8.15 / 7.91
LUMO (alpha / beta) (eV): 0.151 / 0.048



No. 7
Entry from the OMol25 dataset: one molecule with the formula C4H7NO (ωB97M-V with the def2-TZVPD basis set).

```
! RIJCOSX wB97M-V def2-TZVPD def2/J DEFGRID3
* xyz 0 1
N 0.63733 0.48874 2.17861
C 1.13064 0.45264 1.05041
C 1.39817 0.36241 -0.22555
C 0.40623 -0.40214 -1.07966
C -0.89893 -0.71320 -0.34639
O -1.45376 0.47116 0.21451
H -0.13758 1.15406 2.08496
H 2.19620 0.94834 -0.66830
H 0.18905 0.19907 -1.96916
H 0.81971 -1.35500 -1.43526
H -1.61631 -1.14870 -1.05245
H -0.69951 -1.45036 0.44331
H -2.04381 0.20787 0.92610
*
```

E_HOMO (Eh): -0.3226
E_tot (eV): -7797.1997
Energy relative to the best compared isomer or geometry (same formula, charge and spin) (kcal/mol): 56.38
Largest force on an atom (Eh/bohr): 0.01216
Frontier orbital gap (eV): 9.63
LUMO (eV): 0.855
SMILES: N=C=CCCO



No. 8
Entry from the OMol25 dataset: one molecule with the formula C4H7NO at a distorted geometry (ωB97M-V with the def2-TZVPD basis set).

```
! RIJCOSX wB97M-V def2-TZVPD def2/J DEFGRID3
* xyz 0 1
C 0.50129 1.70053 -0.94928
O -0.02564 0.38480 -0.96493
C -0.26834 -0.10882 0.34452
C -0.85624 -1.55145 0.32388
C 1.05567 -0.37499 1.03645
N 2.09706 -0.84154 1.34449
H 1.43947 1.85627 -0.32237
H -0.36345 2.38370 -0.49145
H 0.50005 1.90816 -2.05351
H -0.89464 0.60726 0.80331
H -0.97662 -1.99447 1.37569
H -1.89071 -1.65444 -0.28538
H -0.31790 -2.31501 -0.16143
*
```

E_HOMO (Eh): -0.3953
E_tot (eV): -7797.0758
Energy relative to the best compared isomer or geometry (same formula, charge and spin) (kcal/mol): 59.23
Largest force on an atom (Eh/bohr): 0.07408
Frontier orbital gap (eV): 11.66
LUMO (eV): 0.902
SMILES: CO[C@@H](C)C#N



No. 9
Entry from the OMol25 dataset: one molecule with the formula C4H7NO (ωB97M-V with the def2-TZVPD basis set).

```
! RIJCOSX wB97M-V def2-TZVPD def2/J DEFGRID3
* xyz 0 1
O -2.70538 -0.66079 1.38569
C -1.53648 -0.59282 1.09696
C -0.99021 0.33224 0.03463
N 0.40269 0.66856 0.25261
C 1.17914 0.68253 -0.96883
C 1.38323 -0.38633 0.03802
H -0.78350 -1.24902 1.58130
H -1.58808 1.24912 0.01696
H -1.12705 -0.16707 -0.94550
H 1.86715 1.50719 -1.12040
H 0.62573 0.37210 -1.85699
H 1.04614 -1.38641 -0.23917
H 2.22663 -0.36929 0.72473
*
```

E_HOMO (Eh): -0.3575
E_tot (eV): -7797.1718
Energy relative to the best compared isomer or geometry (same formula, charge and spin) (kcal/mol): 57.02
Largest force on an atom (Eh/bohr): 0.00916
Frontier orbital gap (eV): 10.76
LUMO (eV): 1.032
SMILES: O=CCN1CC1



No. 10
Entry from the OMol25 dataset: C4H7NO as an isolated structure at a distorted geometry (ωB97M-V with the def2-TZVPD basis set).

```
! RIJCOSX wB97M-V def2-TZVPD def2/J DEFGRID3
* xyz 0 1
C -0.91171 0.93756 0.61960
C -0.64054 -0.00695 -0.57273
C 0.86890 0.15920 -0.81900
N 1.08735 -0.58277 0.44443
C -0.24191 -1.18681 0.28882
O -0.72887 -2.16045 0.77460
H -0.88267 1.98569 0.29851
H -1.94962 0.75057 0.98576
H 0.28407 0.50090 1.19403
H -1.31814 -0.12542 -1.43048
H 1.22877 1.19250 -0.84960
H 1.25687 -0.43010 -1.64599
H 1.94752 -1.03390 0.71204
*
```

E_HOMO (Eh): -0.3310
E_tot (eV): -7796.2407
Energy relative to the best compared isomer or geometry (same formula, charge and spin) (kcal/mol): 78.49
Largest force on an atom (Eh/bohr): 0.08931
Frontier orbital gap (eV): 9.93
LUMO (eV): 0.927



No. 11
Entry from the OMol25 dataset: one molecule with the formula C4H7NO at a distorted geometry (ωB97M-V with the def2-TZVPD basis set).

```
! RIJCOSX wB97M-V def2-TZVPD def2/J DEFGRID3
* xyz 0 1
C -1.62650 -1.08594 -0.28458
C -0.32796 -0.94480 0.36008
O 0.16294 -1.60049 1.19601
N 0.56133 -0.06154 -0.42419
C 0.65476 1.47580 -0.18945
C 1.65034 0.52729 0.33109
H -2.27601 -2.00899 0.06392
H -2.29897 -0.18144 0.03297
H -1.50922 -1.07877 -1.51535
H 0.87042 1.86347 -1.23130
H -0.00932 2.14569 0.43661
H 2.47788 0.52062 -0.21708
H 1.67030 0.42909 1.44126
*
```

E_HOMO (Eh): -0.3521
E_tot (eV): -7796.6641
Energy relative to the best compared isomer or geometry (same formula, charge and spin) (kcal/mol): 68.73
Largest force on an atom (Eh/bohr): 0.08738
Frontier orbital gap (eV): 10.53
LUMO (eV): 0.950
SMILES: CC(=O)N1CC1



No. 12
Entry from the OMol25 dataset: a 2-piece molecular cluster, C4H7NO overall (ωB97M-V with the def2-TZVPD basis set).

```
! RIJCOSX wB97M-V def2-TZVPD def2/J DEFGRID3
* xyz 0 1
O -0.15316 -2.33305 1.20445
C -0.90358 -0.21564 -0.62307
C -0.98591 0.68006 0.60365
C 0.03336 1.26245 -0.29003
N 1.30541 0.58649 -0.06422
C 0.45524 -0.15552 -0.97576
H 0.68054 -1.94713 0.90937
H -0.76007 -2.13177 0.47796
H -0.55359 0.34052 1.54614
H -1.95667 1.15910 0.70431
H -0.03974 2.13752 -0.92653
H 2.05361 1.02782 -0.59855
H 0.82456 -0.41084 -1.96772
*
```

E_HOMO (Eh): -0.3106
E_tot (eV): -7794.1850
Energy relative to the best compared isomer or geometry (same formula, charge and spin) (kcal/mol): 125.90
Largest force on an atom (Eh/bohr): 0.01164
Frontier orbital gap (eV): 9.16
LUMO (eV): 0.704



- What is the formula in the second record?
  C4H7NO